Entry 1:
Formula: C6H4
Source: the OMol25 dataset
Level of theory: ωB97M-V/def2-TZVPD

Atoms and positions in Å:
C (-3.80, -0.07, 0.17)
C (-2.53, -0.14, 0.04)
C (-1.73, 0.97, -0.33)
C (-0.47, 0.80, 0.19)
C (-1.04, -0.60, -0.12)
C (0.85, 1.02, 0.21)
H (-0.82, -1.22, 0.66)
H (-0.62, -0.99, -1.08)
H (1.36, 1.92, 0.44)
H (1.55, 0.18, -0.06)

---

Entry 2:
Formula: C6H4
Source: the OMol25 dataset
Level of theory: ωB97M-V/def2-TZVPD

As for the structure (SMILES): C1=C=CC=CC=1.

Atoms and positions in Å:
C (-1.50, 0.70, 0.09)
C (-1.57, -0.55, 0.04)
C (-0.45, -1.47, 0.12)
C (0.75, -0.75, 0.06)
C (0.73, 0.65, 0.08)
C (-0.37, 1.49, 0.08)
H (-0.59, -2.59, -0.16)
H (1.71, -1.14, -0.07)
H (1.57, 1.18, -0.13)
H (-0.29, 2.49, -0.11)

---

Entry 3:
Formula: C6H40NO13
Source: the OMol25 dataset
Level of theory: ωB97M-V/def2-TZVPD

Its total charge is +1.

Atoms and positions in Å:
C (-1.31, -0.45, -0.01)
C (0.07, -0.14, 0.58)
C (1.09, 0.52, -0.35)
C (3.09, -0.01, 1.01)
C (2.34, 0.91, 0.42)
C (2.67, 2.36, 0.64)
N (-1.07, -1.51, -1.04)
H (-1.81, 0.39, -0.47)
H (-1.94, -0.78, 0.82)
H (-0.02, 0.49, 1.46)
H (0.49, -1.08, 0.96)
H (1.39, -0.22, -1.09)
H (0.75, 1.40, -0.88)
H (2.86, -1.06, 0.83)
H (4.07, 0.15, 1.44)
H (2.41, 3.03, -0.20)
H (2.17, 2.80, 1.50)
H (3.73, 2.59, 0.78)
H (-0.13, -1.89, -0.95)
H (-1.81, -2.25, -0.96)
H (-1.40, -1.22, -1.98)
H (2.48, -2.02, 2.95)
H (1.85, -3.17, 3.69)
O (2.19, -2.94, 2.82)
H (2.50, -1.50, -2.06)
H (1.97, -1.85, -3.49)
O (2.34, -1.14, -2.95)
H (-2.91, -2.47, 3.43)
H (-1.97, -1.39, 2.92)
O (-2.27, -2.30, 2.73)
H (1.02, 0.78, 3.31)
H (0.39, -0.31, 3.94)
O (1.24, -0.14, 3.50)
H (-2.76, -2.92, 1.20)
H (-3.11, -4.04, 0.13)
O (-2.93, -3.10, 0.25)
H (-2.65, 2.84, 1.34)
H (-2.20, 3.36, 2.66)
O (-2.13, 2.56, 2.12)
H (1.95, -2.83, 0.06)
H (2.03, -3.86, -1.00)
O (1.74, -2.94, -0.88)
H (2.23, 1.78, -2.82)
H (1.70, 0.40, -3.19)
O (1.42, 1.35, -3.12)
H (-0.80, 1.24, -2.93)
H (-2.26, 1.58, -2.63)
O (-1.63, 0.87, -2.58)
H (-0.86, -0.56, -4.17)
H (-2.16, -1.17, -4.67)
O (-1.35, -1.39, -4.20)
H (0.46, 2.70, -2.36)
H (-0.19, 4.01, -2.75)
O (-0.41, 3.16, -2.37)
H (-1.40, 1.05, 3.03)
H (-2.18, 0.46, 4.35)
O (-1.61, 0.29, 3.60)
H (-3.00, 3.79, -0.81)
H (-1.77, 2.83, -1.06)
O (-2.58, 2.97, -0.54)

---

Entry 4:
Formula: C6H40NO14
Source: the OMol25 dataset
Level of theory: ωB97M-V/def2-TZVPD

Its total charge is +1.

Atoms and positions in Å:
C (-0.52, -0.73, -1.85)
C (0.31, 0.42, -1.35)
C (0.87, 0.21, 0.05)
C (0.31, -0.63, 0.92)
C (0.71, -1.01, 2.29)
C (1.60, -0.40, 3.07)
N (0.31, -1.98, -1.94)
H (-0.92, -0.56, -2.84)
H (-1.34, -0.84, -1.14)
H (1.20, 0.70, -1.92)
H (-0.13, 1.42, -1.47)
H (1.67, 0.90, 0.29)
H (-0.46, -1.23, 0.47)
H (0.12, -1.83, 2.69)
H (2.29, 0.37, 2.74)
H (1.82, -0.75, 4.07)
H (1.31, -1.79, -2.06)
H (0.07, -2.54, -2.76)
H (0.27, -2.59, -1.11)
H (-1.81, 3.64, -2.83)
H (-0.82, 4.46, -2.08)
O (-1.59, 3.89, -1.93)
H (0.41, -3.40, 1.53)
H (-0.78, -3.71, 0.44)
O (0.15, -3.78, 0.69)
H (-3.14, -3.97, 1.06)
H (-3.12, -2.77, 0.24)
O (-2.59, -3.60, 0.35)
H (2.70, 2.50, 2.99)
H (4.08, 1.63, 2.68)
O (3.42, 2.26, 2.40)
H (1.75, 1.92, -4.25)
H (0.90, 3.10, -3.95)
O (1.20, 2.28, -3.54)
H (4.15, 1.32, 0.10)
H (4.60, 1.23, -1.36)
O (3.90, 0.96, -0.76)
H (-0.08, -5.07, -1.45)
H (-1.48, -4.61, -1.44)
O (-0.70, -4.60, -2.02)
H (-3.58, -0.48, 0.19)
H (-4.38, -0.79, 1.47)
O (-3.75, -1.17, 0.86)
H (1.53, 3.15, 0.57)
H (1.65, 4.65, 0.85)
O (1.41, 3.81, 1.26)
H (4.05, -2.39, -1.61)
H (3.44, -1.05, -1.11)
O (3.27, -1.83, -1.67)
H (-3.96, 0.00, -2.91)
H (-3.72, 0.88, -1.73)
O (-3.61, -0.04, -2.01)
H (-1.34, 0.72, 2.70)
H (-1.08, 1.79, 1.61)
O (-1.50, 1.64, 2.46)
H (-3.03, 2.25, 0.41)
H (-3.33, 1.13, 1.26)
O (-3.52, 1.41, 0.35)
H (-0.22, 1.85, 4.60)
H (0.43, 2.01, 3.28)
O (0.61, 1.66, 4.16)

---

Entry 5:
Formula: C6H41N2O12
Source: the OMol25 dataset
Level of theory: ωB97M-V/def2-TZVPD

Its total charge is +1.

Atoms and positions in Å:
C (-0.38, 1.39, 2.98)
C (0.56, 0.20, 2.53)
C (-0.35, -0.85, 1.96)
C (-0.91, -0.54, 0.63)
C (0.30, -0.37, -0.41)
C (-0.20, 0.13, -1.70)
N (0.90, 0.02, -2.76)
N (1.54, -0.28, 3.51)
H (-1.27, 1.26, 2.33)
H (-0.81, 1.22, 3.96)
H (0.03, 2.37, 2.90)
H (1.15, 0.55, 1.54)
H (-0.03, -1.89, 1.87)
H (-1.07, -1.05, 2.79)
H (-1.40, 0.41, 0.48)
H (-1.59, -1.32, 0.28)
H (1.12, 0.23, 0.03)
H (0.70, -1.43, -0.63)
H (-1.13, -0.37, -1.98)
H (-0.40, 1.21, -1.71)
H (1.66, 0.69, -2.71)
H (0.58, 0.01, -3.71)
H (1.34, -0.89, -2.61)
H (1.72, 0.28, 4.31)
H (1.39, -1.21, 3.82)
H (-4.47, -0.34, -0.83)
H (-3.79, -0.42, -2.26)
O (-3.65, -0.55, -1.31)
H (2.04, -3.86, -2.52)
H (1.47, -3.27, -1.34)
O (1.83, -2.95, -2.23)
H (3.14, 2.61, -0.81)
H (3.31, 1.32, -0.04)
O (2.69, 2.05, -0.18)
H (-0.84, -3.83, -1.74)
H (-1.54, -3.87, -0.28)
O (-0.79, -4.11, -0.85)
H (-3.91, -3.02, 0.50)
H (-3.45, -2.33, -0.68)
O (-3.65, -3.21, -0.39)
H (2.35, 2.53, 1.48)
H (2.39, 2.41, 2.86)
O (2.15, 3.14, 2.21)
H (2.57, -0.34, 1.84)
H (3.35, -1.49, 1.17)
O (3.24, -0.55, 1.08)
H (-2.70, 0.98, 2.78)
H (-3.75, 0.14, 3.43)
O (-3.16, 0.13, 2.69)
H (1.00, 2.67, -0.42)
H (-0.09, 3.62, -0.68)
O (0.09, 2.69, -0.78)
H (-1.88, 2.15, -1.08)
H (-2.92, 1.11, -1.55)
O (-2.57, 1.99, -1.75)
H (-0.59, 2.64, -3.06)
H (-0.98, 2.24, -4.57)
O (-0.40, 2.67, -3.98)
H (2.99, -0.85, -0.74)
H (3.91, -1.16, -1.94)
O (3.10, -0.74, -1.69)

---

Entry 6:
Formula: C6H41N2O15
Source: the OMol25 dataset
Level of theory: ωB97M-V/def2-TZVPD

Its total charge is +1.

Atoms and positions in Å:
C (1.39, -0.99, -0.92)
C (0.13, -0.74, -1.65)
N (-0.87, -0.58, -0.70)
C (-1.21, -1.46, 0.32)
C (-2.29, -0.94, 1.02)
N (-2.46, 0.43, 0.52)
C (-1.55, 0.61, -0.52)
C (-3.37, 1.48, 1.05)
H (1.71, -0.11, -0.36)
H (2.15, -1.14, -1.70)
H (1.57, -1.88, -0.32)
H (-0.09, -1.58, -2.32)
H (0.28, 0.16, -2.24)
H (-0.71, -2.42, 0.27)
H (-2.83, -1.39, 1.84)
H (-1.59, 1.44, -1.21)
H (-3.42, 1.40, 2.14)
H (-4.35, 1.33, 0.61)
H (-3.04, 2.45, 0.68)
O (-3.43, -1.99, -6.48)
H (-2.55, -1.96, -6.12)
H (-3.98, -1.60, -5.80)
O (2.41, 2.88, -6.28)
H (3.09, 2.71, -6.93)
H (2.83, 2.66, -5.45)
O (5.31, -6.75, -0.88)
H (4.52, -6.21, -0.93)
H (5.01, -7.58, -0.52)
O (4.40, 3.49, 0.18)
H (4.80, 3.26, 1.02)
H (4.32, 4.44, 0.21)
O (-3.09, 5.83, 4.12)
H (-3.16, 6.67, 4.58)
H (-2.18, 5.78, 3.85)
O (-3.66, 3.55, 7.77)
H (-4.06, 3.41, 6.91)
H (-3.40, 4.47, 7.76)
O (4.66, -1.72, 2.21)
H (4.09, -2.46, 2.00)
H (5.04, -1.46, 1.36)
O (-6.45, 4.66, 4.85)
H (-6.75, 5.42, 5.35)
H (-5.60, 4.92, 4.51)
O (-4.10, 1.88, -4.80)
H (-4.60, 2.68, -4.64)
H (-3.49, 2.12, -5.50)
O (0.45, -2.41, -6.53)
H (0.93, -2.27, -7.35)
H (0.36, -3.36, -6.46)
O (-3.58, -1.98, 5.93)
H (-3.15, -1.36, 6.51)
H (-4.40, -2.21, 6.38)
O (0.10, -1.77, 5.09)
H (0.36, -2.67, 5.28)
H (-0.85, -1.78, 5.09)
O (2.31, -4.77, 2.45)
H (2.49, -5.70, 2.33)
H (2.11, -4.68, 3.38)
O (4.31, 2.05, -3.27)
H (4.33, 2.51, -2.43)
H (5.14, 1.57, -3.30)
O (6.19, -2.18, -3.86)
H (6.50, -1.65, -4.60)
H (6.98, -2.52, -3.46)

---

Entry 7:
Formula: C6H41NO13
Source: the OMol25 dataset
Level of theory: ωB97M-V/def2-TZVPD

Atoms and positions in Å:
C (-0.77, -2.80, -0.17)
N (-0.69, -1.44, 0.36)
C (-0.76, -0.41, -0.81)
C (-0.37, 1.00, -0.38)
C (1.05, 1.06, 0.27)
C (1.65, 2.38, 0.79)
C (-2.19, -0.32, -1.41)
H (-1.69, -3.06, -0.67)
H (-0.95, -3.38, 0.71)
H (0.02, -3.12, -0.71)
H (0.26, -1.38, 0.69)
H (-0.11, -0.98, -1.50)
H (-0.58, 1.87, -1.03)
H (-1.06, 1.25, 0.46)
H (0.98, 0.40, 1.27)
H (1.78, 0.55, -0.44)
H (0.91, 3.19, 0.82)
H (2.36, 2.79, 0.23)
H (1.90, 2.07, 1.86)
H (-2.60, -1.16, -2.00)
H (-2.14, 0.57, -2.06)
H (-2.87, 0.03, -0.64)
H (-0.21, 1.25, -2.85)
H (-0.53, 1.49, -4.42)
O (-0.56, 1.92, -3.55)
H (1.91, -2.00, 3.75)
H (1.84, -0.56, 4.14)
O (2.29, -1.13, 3.57)
H (2.96, -1.16, 1.48)
H (3.02, -2.19, 0.37)
O (3.11, -1.26, 0.51)
H (-0.52, 0.14, 4.24)
H (0.10, 0.99, 5.23)
O (0.32, 0.17, 4.72)
H (-2.78, 3.46, 0.33)
H (-3.35, 2.83, -0.94)
O (-3.38, 2.93, -0.02)
H (-1.70, 2.49, 3.10)
H (-2.22, 1.14, 3.28)
O (-1.66, 1.75, 3.71)
H (-2.31, 3.78, -2.70)
H (-2.20, 2.18, -2.88)
O (-2.73, 2.94, -2.53)
H (4.82, -0.85, -0.50)
H (4.90, 0.65, 0.04)
O (5.31, 0.10, -0.60)
H (3.03, -2.00, -2.34)
H (3.45, -3.31, -2.13)
O (2.89, -2.72, -1.71)
H (-3.47, 0.89, 1.38)
H (-3.84, -0.09, 2.45)
O (-3.70, 0.88, 2.25)
H (4.79, -0.28, -2.40)
H (3.37, 0.42, -2.71)
O (3.92, -0.41, -2.83)
H (-0.74, -2.05, -3.24)
H (-0.27, -3.27, -3.84)
O (-0.53, -2.32, -4.14)
H (-2.43, -1.72, 1.85)
H (-3.76, -2.47, 2.02)
O (-3.28, -1.75, 2.27)

---

Entry 8:
Formula: C6H41NO14
Source: the OMol25 dataset
Level of theory: ωB97M-V/def2-TZVPD

Atoms and positions in Å:
C (-3.24, -1.45, -1.45)
O (-2.60, -2.66, -1.04)
C (-2.20, -0.31, -1.34)
C (-1.24, -0.43, -0.12)
C (-1.14, 0.79, 0.77)
C (-0.42, 1.99, 0.18)
N (-1.15, 3.23, 0.35)
C (-0.30, 4.38, -0.12)
H (-3.56, -1.63, -2.50)
H (-4.13, -1.29, -0.79)
H (-1.65, -2.60, -0.97)
H (-2.59, 0.71, -1.29)
H (-1.61, -0.38, -2.32)
H (-1.29, -1.38, 0.44)
H (-0.20, -0.37, -0.51)
H (-0.53, 0.42, 1.59)
H (-2.06, 1.17, 1.24)
H (0.65, 2.08, 0.45)
H (-0.11, 1.98, -0.91)
H (-1.56, 3.58, 1.22)
H (0.56, 4.60, 0.51)
H (0.10, 4.30, -1.14)
H (-1.07, 5.15, -0.24)
H (3.61, -3.63, -1.80)
H (2.50, -3.32, -0.63)
O (3.33, -3.08, -1.07)
H (0.68, -1.36, -3.37)
H (-0.15, -2.56, -3.79)
O (0.28, -1.78, -4.15)
H (-1.06, 1.63, 3.85)
H (-1.55, 0.57, 4.85)
O (-0.76, 1.10, 4.59)
H (3.51, 1.23, -1.46)
H (2.41, 1.88, -2.11)
O (3.28, 2.14, -1.73)
H (-0.11, 2.45, -4.56)
H (-1.19, 2.18, -3.58)
O (-0.49, 1.70, -4.08)
H (0.45, -3.36, 1.38)
H (-0.29, -3.92, 0.12)
O (0.58, -3.73, 0.48)
H (-2.91, 3.86, -2.24)
H (-2.18, 3.08, -1.36)
O (-2.29, 3.12, -2.35)
H (1.97, -0.42, 4.18)
H (0.95, -0.61, 5.23)
O (1.62, -1.14, 4.72)
H (3.69, -1.27, -0.90)
H (2.32, -0.59, -0.55)
O (3.27, -0.54, -0.42)
H (1.14, 0.28, -3.72)
H (2.36, -0.02, -2.64)
O (1.51, 0.38, -2.83)
H (-1.74, -1.03, 3.27)
H (-1.58, -2.29, 4.18)
O (-1.94, -1.40, 4.13)
H (1.00, -2.03, 3.17)
H (0.50, -3.23, 3.84)
O (0.30, -2.73, 3.04)
H (2.85, -0.40, 1.81)
H (2.94, -1.93, 2.13)
O (2.50, -1.10, 2.36)

---

Let's list ΔE to the lowest compared entry with this formula, charge and spin in order: 132.8 1.8 62.1 63.5 83.4 46.4 99.1 91.3 kcal per mole.
Let's list frontier orbital gap in order: 7.2 9.6 9.6 8.8 9.8 10.0 10.0 9.5 eV.